Density functional theory data (the ωB97M-V functional and the def2-TZVPD basis) for a cluster of 5 separate species, C40H75F9N3O13PS in total at a distorted geometry.

Summary:
E_tot   -118347.6197 eV
HOMO energy   -0.263 hartree
LUMO energy   -2.34 eV
Total charge   0
SMILES   C=CC[C@@](C=C)(COC)O[C@@H](CCCC(=O)OCC)[C@@](CCC(F)(F)C(F)(F)S(F)(F)(F)(F)F)(NNCCCC)P(N)O.CCOC(C)=O.CCOC(C)=O.CCOC(C)=O.CCOC(C)=O
Gap between HOMO and LUMO   4.80 eV

Last columns: bonded neighbours and bond lengths (Å).
Element x y z (Å)
1 C -3.95996 5.30115 4.09552  C2 1.460, H44 1.158, H45 1.154
2 C -4.97001 4.25658 3.94937  C1 1.460, C3 1.607, H46 1.164
3 C -5.38616 3.17006 5.05749  C2 1.607, C4 1.648, H47 1.150, H48 1.169
4 C -4.34366 1.89484 5.10859  C3 1.648, C5 1.599, C7 1.628, O10 1.438
5 C -2.94748 2.50953 5.58802  C4 1.599, C6 1.467, H49 1.149
6 C -2.92586 3.27003 6.84268  C5 1.467, H50 1.165, H51 1.158
7 C -5.03852 0.85223 6.14839  C4 1.628, O8 1.455, H52 1.168, H53 1.169
8 O -4.17816 0.41429 7.23660  C7 1.455, C9 1.476
9 C -4.52358 -1.00669 7.43940  O8 1.476, H54 1.160, H55 1.153, H56 1.164
10 O -4.40218 1.30252 3.79947  C4 1.438, C11 1.438
11 C -3.16554 0.76154 3.30475  O10 1.438, C12 1.611, C20 1.649, H57 1.164
12 C -2.53020 -0.45984 4.14182  C11 1.611, C13 1.647, H58 1.147, H59 1.151
13 C -0.89416 -0.27372 4.17196  C12 1.647, C14 1.636, H60 1.147, H61 1.156
14 C -0.30266 -1.78852 4.34651  C13 1.636, C15 1.608, H62 1.161, H63 1.149
15 C 1.30424 -1.85183 4.33486  C14 1.608, O16 1.276, O17 1.454
16 O 2.08236 -0.89021 4.02160  C15 1.276
17 O 1.90137 -3.10454 4.76825  C15 1.454, C18 1.461
18 C 2.51652 -3.82279 3.65465  O17 1.461, C19 1.613, H64 1.157, H65 1.165
19 C 1.74321 -3.70183 2.24470  C18 1.613, H66 1.167, H67 1.163, H68 1.149
20 C -3.53781 0.14097 1.82305  C11 1.649, C21 1.609, N35 1.519, P41 1.936
21 C -2.29627 -0.57472 1.09163  C20 1.609, C22 1.644, H69 1.167, H70 1.163
22 C -1.13964 0.47517 0.58051  C21 1.644, C23 1.624, H71 1.164, H72 1.164
23 C 0.20661 -0.29329 0.09754  C22 1.624, F24 1.458, F25 1.469, C26 1.598
24 F 1.14484 -0.52202 1.18975  C23 1.458
25 F -0.24861 -1.64761 -0.24279  C23 1.469
26 C 0.87891 0.25973 -1.24295  C23 1.598, F27 1.453, F28 1.456, S29 1.853
27 F -0.05007 0.05433 -2.34124  C26 1.453
28 F 2.00285 -0.61644 -1.53925  C26 1.456
29 S 1.44225 2.02518 -1.27679  C26 1.853, F30 1.712, F31 1.713, F32 1.678, F33 1.670, F34 1.687
30 F 3.06518 1.48623 -1.19898  S29 1.712
31 F 1.60343 1.88764 -2.97622  S29 1.713
32 F -0.09312 2.66099 -1.50588  S29 1.678
33 F 1.42742 2.23051 0.38001  S29 1.670
34 F 2.05236 3.59139 -1.41501  S29 1.687
35 N -4.71141 -0.78520 2.09290  C20 1.519, N36 1.396, H73 1.033
36 N -4.45577 -2.09744 1.69243  N35 1.396, C37 1.525, H74 1.045
37 C -5.77276 -2.77543 1.33147  N36 1.525, C38 1.622, H75 1.147, H76 1.167
38 C -6.48078 -3.43871 2.63103  C37 1.622, C39 1.620, H77 1.167, H78 1.157
39 C -7.18023 -2.36710 3.62506  C38 1.620, C40 1.614, H79 1.168, H80 1.164
40 C -8.20737 -1.35150 2.90569  C39 1.614, H81 1.155, H82 1.149, H83 1.157
41 P -4.27076 1.51573 0.67302  C20 1.936, N42 1.799, O43 1.728
42 N -4.41020 0.72075 -0.93470  P41 1.799, H84 1.035, H85 1.044
43 O -3.21640 2.88342 0.60701  P41 1.728, H86 1.000
44 H -2.89989 5.16136 3.65155  C1 1.158
45 H -4.17514 6.31539 4.60181  C1 1.154
46 H -5.56107 4.23245 2.94678  C2 1.164
47 H -5.53627 3.66004 6.08681  C3 1.150
48 H -6.43501 2.75896 4.74649  C3 1.169
49 H -1.94079 2.47839 5.03412  C5 1.149
50 H -3.30199 2.81368 7.84652  C6 1.165
51 H -2.47437 4.33269 6.92650  C6 1.158
52 H -5.30530 -0.10548 5.53463  C7 1.168
53 H -6.07094 1.25131 6.52299  C7 1.169
54 H -4.03187 -1.41171 8.40908  C9 1.160
55 H -5.66155 -1.18652 7.48817  C9 1.153
56 H -4.11771 -1.67657 6.57896  C9 1.164
57 H -2.34748 1.55821 3.08022  C11 1.164
58 H -2.84795 -0.52662 5.24161  C12 1.147
59 H -2.70499 -1.49583 3.67275  C12 1.151
60 H -0.48829 0.26086 3.24124  C13 1.147
61 H -0.62807 0.37529 5.09063  C13 1.156
62 H -0.63601 -2.13661 5.40288  C14 1.161
63 H -0.77110 -2.45414 3.53518  C14 1.149
64 H 3.62282 -3.48762 3.60360  C18 1.157
65 H 2.51719 -4.95031 3.94771  C18 1.165
66 H 1.94535 -4.68899 1.65534  C19 1.167
67 H 2.19989 -2.85277 1.59373  C19 1.163
68 H 0.60027 -3.61688 2.32514  C19 1.149
69 H -2.68614 -1.05432 0.10197  C21 1.167
70 H -1.84113 -1.46695 1.68345  C21 1.163
71 H -0.92180 1.30003 1.37268  C22 1.164
72 H -1.58648 0.94171 -0.38822  C22 1.164
73 H -5.53692 -0.37114 1.63023  N35 1.033
74 H -4.10568 -2.68733 2.48140  N36 1.045
75 H -6.46318 -2.10695 0.70443  C37 1.147
76 H -5.46456 -3.67421 0.65320  C37 1.167
77 H -5.69470 -4.00782 3.27848  C38 1.167
78 H -7.29180 -4.18533 2.27948  C38 1.157
79 H -7.81885 -2.99952 4.37129  C39 1.168
80 H -6.38866 -1.81782 4.27759  C39 1.164
81 H -8.90697 -1.93444 2.19597  C40 1.155
82 H -7.64735 -0.48034 2.40711  C40 1.149
83 H -8.88068 -0.89364 3.72709  C40 1.157
84 H -3.47823 0.51445 -1.33412  N42 1.035
85 H -4.94016 1.34076 -1.58642  N42 1.044
86 H -2.99655 3.03551 -0.35654  O43 1.000
87 O 7.84147 8.02205 -1.23061  C88 1.214
88 C 6.92423 7.24476 -1.40113  O87 1.214, O89 1.349, C92 1.502
89 O 7.16424 5.91915 -1.47740  C88 1.349, C90 1.436
90 C 6.14433 4.90834 -1.48049  O89 1.436, C91 1.516, H93 1.093, H94 1.093
91 C 5.61734 4.67387 -2.88213  C90 1.516, H95 1.092, H96 1.093, H97 1.094
92 C 5.52417 7.74260 -1.62311  C88 1.502, H98 1.092, H99 1.092, H100 1.089
93 H 5.35144 5.14727 -0.76690  C90 1.093
94 H 6.61866 3.99254 -1.11854  C90 1.093
95 H 5.14671 5.57087 -3.29053  C91 1.092
96 H 4.88197 3.86544 -2.88656  C91 1.093
97 H 6.43519 4.41045 -3.55869  C91 1.094
98 H 5.39824 8.00074 -2.67681  C92 1.092
99 H 5.37572 8.63594 -1.01278  C92 1.092
100 H 4.75239 7.03604 -1.32272  C92 1.089
101 O 7.12737 -2.26388 1.88027  C102 1.215
102 C 7.09351 -1.25034 1.21179  O101 1.215, O103 1.350, C106 1.503
103 O 8.16321 -0.89050 0.47163  C102 1.350, C104 1.436
104 C 8.16089 0.16980 -0.49690  O103 1.436, C105 1.516, H107 1.093, H108 1.093
105 C 8.43878 1.50761 0.15980  C104 1.516, H109 1.092, H110 1.093, H111 1.093
106 C 5.90540 -0.33196 1.26543  C102 1.503, H112 1.092, H113 1.092, H114 1.089
107 H 7.23401 0.17025 -1.07658  C104 1.093
108 H 8.96486 -0.05697 -1.20163  C104 1.093
109 H 7.66484 1.76772 0.88543  C105 1.092
110 H 8.49078 2.30097 -0.58999  C105 1.093
111 H 9.38587 1.47554 0.70543  C105 1.093
112 H 6.00435 0.33251 2.12652  C106 1.092
113 H 5.00522 -0.93964 1.38074  C106 1.092
114 H 5.76231 0.25686 0.36089  C106 1.089
115 O 2.93336 -0.13971 -9.32860  C116 1.215
116 C 2.29273 -0.19862 -8.29787  O115 1.215, O117 1.349, C120 1.502
117 O 2.91289 -0.44199 -7.12525  C116 1.349, C118 1.437
118 C 2.28433 -0.33894 -5.83755  O117 1.437, C119 1.516, H121 1.093, H122 1.093
119 C 1.56896 -1.62623 -5.47801  C118 1.516, H123 1.092, H124 1.093, H125 1.094
120 C 0.79400 -0.09645 -8.31736  C116 1.502, H126 1.092, H127 1.092, H128 1.089
121 H 1.62896 0.53463 -5.78869  C118 1.093
122 H 3.08714 -0.16241 -5.11716  C118 1.093
123 H 0.76546 -1.85043 -6.18305  C119 1.092
124 H 1.14065 -1.56137 -4.47480  C119 1.093
125 H 2.26344 -2.47039 -5.51110  C119 1.094
126 H 0.37047 -1.07715 -8.54530  C120 1.092
127 H 0.50742 0.61075 -9.09868  C120 1.092
128 H 0.36620 0.28269 -7.39099  C120 1.089
129 O -0.88189 -5.67432 -7.82595  C130 1.215
130 C 0.19337 -5.64427 -8.39063  O129 1.215, O131 1.349, C134 1.502
131 O 1.26857 -5.11379 -7.77269  C130 1.349, C132 1.437
132 C 2.61536 -5.20343 -8.26515  O131 1.437, C133 1.516, H135 1.093, H136 1.093
133 C 2.90663 -4.09260 -9.25409  C132 1.516, H137 1.092, H138 1.093, H139 1.094
134 C 0.32926 -6.10753 -9.81330  C130 1.502, H140 1.092, H141 1.092, H142 1.089
135 H 2.81902 -6.19611 -8.67504  C132 1.093
136 H 3.26795 -5.08943 -7.39587  C132 1.093
137 H 2.26402 -4.15928 -10.13479  C133 1.092
138 H 3.94793 -4.13203 -9.58231  C133 1.093
139 H 2.71782 -3.11673 -8.79796  C133 1.094
140 H 0.04228 -5.29481 -10.48403  C134 1.092
141 H -0.34295 -6.95473 -9.96510  C134 1.092
142 H 1.32700 -6.46003 -10.06851  C134 1.089

Mulliken population analysis, charges in e, atoms 1 to 8: -0.6640 -0.2371 -0.6862 1.0156 -0.2515 -1.0258 0.1208 -0.3570